{
  "formula": "C5H8O",
  "method": "the ωB97M-V functional and the def2-TZVPD basis",
  "symbols": ["O", "C", "C", "C", "C", "C", "H", "H", "H", "H", "H", "H", "H", "H"],
  "positions_angstrom": [[1.565374, -1.121298, -0.755165], [0.900757, 0.122757, -0.687185], [-0.568108, 0.121852, -1.194357], [-1.034071, 0.482321, 0.213106], [-0.508261, -0.450447, 1.258749], [0.408852, 0.587990, 0.683993], [1.698840, -1.443093, 0.143682], [1.519657, 0.869842, -1.195456], [-0.922694, -0.808581, -1.648106], [-0.736768, 0.953116, -1.885934], [-1.856452, 1.154537, 0.436162], [-0.352535, -1.508759, 1.052944], [-0.845881, -0.241513, 2.271029], [0.865691, 1.363294, 1.291363]],
  "atomic_forces_ev_per_a": [[0.2, -0.1, 0.2], [-0.1, 0.3, -0.1], [-0.1, -0.1, -0.1], [-0.3, 0.2, 0.0], [-0.1, -0.2, 0.1], [0.3, 0.1, 0.1], [0.0, 0.0, -0.1], [-0.1, -0.1, 0.1], [0.0, 0.1, 0.1], [0.0, -0.2, 0.1], [0.2, -0.1, 0.0], [-0.1, 0.2, 0.0], [0.0, 0.0, -0.2], [0.0, -0.2, -0.1]],
  "lumo_ev": 1.065,
  "smiles": "O[C@H]1C[C@H]2C[C@H]21",
  "relative_energy_ev": 1.9242,
  "gap_ev": 10.84,
  "spin_multiplicity": 1
}

{
  "formula": "C29H54N5NaP2Si",
  "method": "the ωB97M-V functional and the def2-TZVPD basis",
  "symbols": ["Na", "C", "C", "N", "C", "C", "N", "C", "C", "C", "N", "C", "C", "N", "C", "H", "H", "H", "H", "H", "H", "H", "H", "H", "H", "H", "H", "H", "H", "H", "H", "H", "H", "H", "H", "H", "H", "H", "H", "C", "P", "C", "C", "C", "C", "C", "C", "C", "P", "C", "C", "H", "H", "H", "H", "H", "H", "H", "H", "H", "H", "H", "H", "H", "H", "H", "H", "C", "Si", "C", "C", "N", "C", "C", "C", "C", "C", "C", "H", "H", "H", "H", "H", "H", "H", "H", "H", "H", "H", "H", "H", "H"],
  "positions_angstrom": [[-0.284916, 0.066114, 0.256119], [-3.669782, 1.448869, 1.184888], [-3.863257, 0.309779, 0.186795], [-2.683718, 0.004392, -0.624215], [-2.864899, 0.276747, -2.043780], [-2.711155, 1.752490, -2.363589], [-1.362862, 2.228478, -2.074631], [-1.164850, 3.626304, -2.459859], [-1.687569, 4.604195, -1.409874], [-0.783741, 4.749133, -0.191867], [-0.648080, 3.536532, 0.620002], [-1.213574, 3.655401, 1.952678], [-0.889349, 2.453725, 2.819615], [-1.409552, 1.177917, 2.310424], [-2.872754, 1.068960, 2.434009], [-4.657584, 1.788959, 1.512097], [-3.200468, 2.292671, 0.673177], [-4.702222, 0.560617, -0.473645], [-4.169329, -0.588624, 0.734029], [-2.394700, -0.959761, -0.476974], [-3.850447, -0.055480, -2.402784], [-2.120462, -0.297591, -2.599061], [-3.420627, 2.334366, -1.766665], [-2.981815, 1.920056, -3.418097], [-0.698194, 1.644501, -2.570022], [-1.652650, 3.839543, -3.423602], [-0.094346, 3.796092, -2.604958], [-2.693413, 4.306654, -1.096394], [-1.788603, 5.588577, -1.875645], [-1.160195, 5.563076, 0.435300], [0.204516, 5.075977, -0.541316], [-1.066601, 2.758489, 0.118081], [-2.301344, 3.834552, 1.948470], [-0.766508, 4.527572, 2.438186], [-1.275210, 2.652481, 3.831275], [0.195020, 2.358974, 2.891356], [-1.011047, 0.459534, 2.905915], [-3.214179, 1.673850, 3.285715], [-3.108973, 0.029847, 2.680550], [3.406216, -2.294569, 2.032205], [2.557594, -1.634648, 0.536845], [2.490368, -3.173602, -0.460286], [3.957467, -0.759239, -0.293194], [5.092269, -1.442732, -0.722567], [6.108562, -0.797125, -1.407998], [5.995115, 0.558213, -1.675460], [4.880280, 1.258175, -1.240162], [3.854902, 0.619962, -0.542588], [2.379383, 1.533838, 0.071656], [2.693780, 3.243916, -0.502321], [2.879635, 1.742935, 1.830562], [4.305117, -2.857861, 1.774111], [2.716564, -2.955517, 2.561060], [3.680425, -1.482188, 2.706206], [3.396047, -3.770339, -0.336695], [2.355148, -2.928507, -1.512268], [1.628895, -3.762244, -0.147801], [5.181628, -2.504805, -0.528214], [6.979659, -1.348982, -1.737123], [6.775273, 1.074425, -2.220384], [4.817196, 2.316012, -1.455887], [3.659088, 3.632995, -0.172622], [1.896642, 3.852019, -0.074979], [2.629792, 3.309860, -1.589151], [3.928023, 2.038395, 1.896726], [2.735158, 0.812990, 2.381608], [2.260506, 2.516501, 2.285914], [-0.210709, -4.827827, 1.577997], [-1.198581, -3.217950, 1.494355], [-3.019703, -3.696244, 1.668065], [-0.791780, -2.251723, 3.065603], [-0.832455, -2.230708, 0.163606], [-0.747858, -2.629126, -1.135893], [-1.305688, -3.823743, -1.661025], [-1.191377, -4.165859, -2.996170], [-0.524097, -3.347525, -3.901817], [0.031336, -2.166477, -3.426272], [-0.081667, -1.819096, -2.091471], [-0.604420, -5.480437, 2.361897], [0.846434, -4.655886, 1.795101], [-0.265098, -5.374028, 0.633236], [-3.191618, -4.232094, 2.606099], [-3.355222, -4.340784, 0.852385], [-3.663329, -2.812017, 1.668083], [-1.579861, -1.525167, 3.283016], [0.165691, -1.728456, 2.983313], [-0.733354, -2.919623, 3.928722], [-1.846534, -4.482443, -0.991043], [-1.637220, -5.091749, -3.342293], [-0.438347, -3.623961, -4.943950], [0.567750, -1.510365, -4.103671], [0.406411, -0.908560, -1.746773]],
  "atomic_forces_ev_per_a": [[-0.1, 0.1, 0.1], [0.0, 0.0, 0.0], [0.0, 0.0, 0.0], [-0.1, 0.0, 0.0], [0.0, 0.0, 0.0], [0.0, 0.0, 0.0], [0.0, 0.0, 0.0], [0.0, 0.0, 0.0], [0.0, 0.0, 0.0], [0.0, 0.0, 0.0], [-0.1, 0.0, 0.0], [0.0, 0.0, 0.0], [0.0, 0.0, 0.0], [0.0, 0.0, 0.0], [0.0, 0.0, 0.0], [0.0, 0.0, 0.0], [0.0, 0.0, 0.0], [0.0, 0.0, 0.0], [0.0, 0.0, 0.0], [0.0, 0.0, 0.0], [0.0, 0.0, 0.0], [0.0, 0.0, 0.0], [0.0, 0.0, 0.0], [0.0, 0.0, 0.0], [0.0, 0.0, 0.0], [0.0, 0.0, 0.0], [0.0, 0.0, 0.0], [0.0, 0.0, 0.0], [0.0, 0.0, 0.0], [0.0, 0.0, 0.0], [0.0, 0.0, 0.0], [0.1, 0.0, 0.0], [0.0, 0.0, 0.0], [0.0, 0.0, 0.0], [0.0, 0.0, 0.0], [0.0, 0.0, 0.0], [0.0, -0.1, -0.1], [0.0, 0.0, 0.0], [0.0, 0.0, 0.0], [0.0, 0.0, 0.0], [0.0, 0.0, 0.0], [0.0, 0.0, 0.0], [0.0, 0.0, 0.0], [0.0, 0.0, 0.0], [0.0, 0.0, 0.0], [0.0, 0.0, 0.0], [0.0, 0.0, 0.0], [0.0, 0.0, 0.0], [-0.1, 0.0, -0.1], [0.0, 0.0, 0.0], [0.0, 0.0, 0.0], [0.0, 0.0, 0.0], [0.0, 0.0, 0.0], [0.0, 0.0, 0.0], [0.0, 0.0, 0.0], [0.0, 0.0, 0.0], [0.0, 0.0, 0.0], [0.0, 0.0, 0.0], [0.0, 0.0, 0.0], [0.0, 0.0, 0.0], [0.0, 0.0, 0.0], [0.0, 0.0, 0.0], [0.0, 0.0, 0.0], [0.0, 0.0, 0.0], [0.0, 0.0, 0.0], [0.0, 0.0, 0.0], [0.0, 0.0, 0.0], [0.0, 0.0, 0.0], [0.0, 0.0, -0.1], [0.0, 0.0, 0.0], [0.0, 0.0, 0.0], [0.0, -0.1, 0.1], [0.0, 0.0, 0.0], [0.0, 0.0, 0.0], [0.0, 0.0, 0.0], [0.0, 0.0, 0.0], [0.0, 0.0, 0.0], [0.1, 0.0, 0.1], [0.0, 0.0, 0.0], [0.0, 0.0, 0.0], [0.0, 0.0, 0.0], [0.0, 0.0, 0.0], [0.0, 0.0, 0.0], [0.0, 0.0, 0.0], [0.0, 0.0, 0.0], [0.0, 0.0, 0.0], [0.0, 0.0, 0.0], [0.0, 0.0, 0.0], [0.0, 0.0, 0.0], [0.0, 0.0, 0.0], [0.0, 0.0, 0.0], [0.0, 0.0, -0.1]],
  "lumo_ev": 0.245,
  "relative_energy_ev": 0.0726,
  "gap_ev": 6.62,
  "spin_multiplicity": 1
}

{
  "formula": "H9O4S",
  "method": "the ωB97M-V functional and the def2-TZVPD basis",
  "symbols": ["S", "H", "H", "H", "O", "H", "H", "O", "H", "H", "O", "H", "H", "O"],
  "positions_angstrom": [[1.057871, 1.794884, -0.322238], [0.993478, 2.308565, 0.916127], [-1.217303, 2.337355, -0.660336], [-1.917310, 2.802339, 0.667508], [-2.115233, 2.540671, -0.255488], [-0.020316, -0.829337, 1.017088], [0.989747, -0.102651, 0.121850], [0.548970, -1.080612, 0.276908], [-1.180421, -0.967463, -1.324251], [-2.125742, 0.235196, -1.420150], [-2.096324, -0.776592, -1.509149], [3.060045, -2.628868, 1.153679], [1.711114, -2.445276, 0.612265], [2.311418, -3.188210, 0.726188]],
  "atomic_forces_ev_per_a": [[0.2, 0.3, -0.1], [0.0, 0.0, 0.0], [-0.7, 0.3, 1.0], [0.1, -0.4, -1.0], [0.7, 0.0, 0.0], [-0.1, -0.3, -0.1], [-0.9, -1.6, -0.1], [0.8, 1.7, 0.2], [0.7, -0.2, 0.4], [0.0, -2.2, 0.0], [-0.7, 2.4, -0.1], [-1.5, -1.8, -1.0], [-1.2, 0.4, -0.5], [2.7, 1.3, 1.5]],
  "lumo_ev": 3.808,
  "relative_energy_ev": 0.7443,
  "gap_ev": 8.10,
  "charge": -1,
  "spin_multiplicity": 1
}